C4H6NO as an isolated structure. Source: the Open Molecules 2025 dataset; level of theory: the ωB97M-V functional and the def2-TZVPD basis.

E_tot: -7770.6149 eV
HOMO level: -15.90 eV
charge: +1

XYZ file:
```
12
Properties=species:S:1:pos:R:3:forces:R:3:mulliken_charge:R:1
C 0.957 -0.244 0.904 0.1 -1.1 -1.6 -0.188
C 1.226 -0.861 -0.224 -3.7 3.7 -0.2 -0.389
C -0.306 0.505 0.955 -0.1 1.4 1.2 -0.544
C -0.854 0.419 -0.461 -4.3 0.2 1.3 -0.606
N -0.044 -0.143 -1.402 4.3 -2.8 1.2 0.500
O -0.156 -0.180 -2.571 0.1 0.2 1.0 -0.311
H 1.642 -0.317 1.706 0.4 -0.2 1.0 0.449
H 1.805 -1.503 -0.710 2.6 -2.4 -1.9 0.532
H -1.006 0.076 1.731 0.6 0.1 -1.0 0.336
H -0.078 1.510 1.396 -0.4 -0.4 -1.0 0.330
H -1.660 -0.354 -0.377 0.4 -0.3 -0.1 0.341
H -1.526 1.092 -0.948 0.0 1.7 0.1 0.548
```
Positions in Å, forces in eV/Å.



One molecule with the formula C3H3Br2NO2S. Source: the Open Molecules 2025 dataset; level of theory: the ωB97M-V functional and the def2-TZVPD basis.

E_tot: -159663.1044 eV
HOMO level: -9.85 eV

XYZ file:
```
12
Properties=species:S:1:pos:R:3:forces:R:3:mulliken_charge:R:1
C -0.896 -0.193 0.478 1.0 0.1 -3.2 0.591
C -0.169 -0.060 -0.891 -1.6 0.0 -0.7 -0.258
C -0.908 -0.530 -1.920 3.9 1.6 0.5 -0.443
N -0.163 0.230 1.518 0.4 0.7 3.4 -0.184
O -1.980 -0.693 0.456 -1.0 -0.3 1.3 -0.556
O 1.728 1.481 2.520 0.1 1.1 1.4 -0.508
S 1.310 1.088 1.218 -0.6 -0.9 -0.1 0.521
Br 2.791 -0.565 0.821 0.0 -0.4 -0.4 -0.090
Br -0.086 -0.643 -3.592 0.2 0.1 -0.6 -0.143
H 0.762 0.487 -1.169 -0.6 -0.9 0.7 0.307
H -1.887 -0.782 -2.010 -2.6 -1.1 0.6 0.471
H -0.502 0.181 2.569 0.9 0.0 -2.9 0.291
```
Positions in Å, forces in eV/Å.



Quick rundown of frontier orbital gap, same order as above: 9.51; 9.03 eV
Quick rundown of energy above the lowest of the compared OMol25 structures with the same formula, charge and spin, same order as above: 413.2; 35.9 kJ/mol
Quick rundown of lowest unoccupied orbital energy, same order as above: -6.40; -0.83 eV